Entry 1:
The following is a DFT calculation (the ωB97M-V functional and the def2-TZVPD basis) of a structure of composition C15H30CrF8NO19PS2.

Properties
E_HOMO (alpha / beta) (eV): -13.36 / -13.41
⟨S²⟩: 3.76
HOMO-LUMO gap (alpha / beta) (Eh): 0.28390 / 0.33384
Relative energy (zero: lowest compared OMol25 entry of this formula, charge and spin) (kJ/mol): 66.46
Net charge: +1
2S+1: 4

Each line ends with the Löwdin charge.
CARTESIAN COORDINATES (ANGSTROEM)
Cr (0.369, -0.036, -0.148)  1.18
P (2.824, 2.313, 1.432)  0.24
F (3.785, 1.062, 1.535)  -0.10
F (1.728, 1.336, 0.566)  -0.24
F (2.148, 1.792, 2.814)  -0.15
F (1.702, 3.469, 1.304)  -0.14
F (3.768, 3.365, 2.224)  -0.13
F (3.482, 2.776, 0.020)  -0.13
N (1.370, -0.008, -1.853)  -0.32
S (2.904, -0.149, -2.324)  0.53
O (3.666, 1.036, -2.640)  -0.19
O (3.357, -1.445, -2.738)  -0.21
F (3.363, -0.204, -0.752)  -0.22
S (0.921, 0.137, -3.526)  0.60
O (1.153, -0.944, -4.446)  -0.19
O (0.863, 1.484, -3.989)  -0.21
F (-0.642, -0.063, -3.188)  -0.17
C (-3.871, -1.153, 0.842)  0.00
O (-3.878, -0.557, -0.450)  0.03
C (-2.750, -0.265, -1.084)  -0.54
O (-1.622, -0.472, -0.703)  0.03
O (-3.006, 0.251, -2.251)  0.04
C (-4.293, 0.507, -2.805)  0.01
H (-2.887, -1.482, 1.177)  0.10
H (-4.484, -2.047, 0.725)  0.11
H (-4.326, -0.503, 1.586)  0.10
H (-5.176, 0.166, -2.270)  0.10
H (-4.350, 0.038, -3.786)  0.11
H (-4.397, 1.577, -2.974)  0.10
C (-2.728, 4.199, -1.951)  -0.02
O (-2.213, 3.211, -1.053)  0.02
C (-0.910, 2.946, -1.101)  -0.53
O (-0.496, 1.906, -0.645)  0.07
O (-0.218, 3.954, -1.606)  0.04
C (1.182, 3.786, -1.829)  0.01
H (-2.235, 5.168, -1.900)  0.10
H (-3.784, 4.302, -1.719)  0.10
H (-2.641, 3.948, -3.011)  0.11
H (1.492, 2.771, -2.064)  0.06
H (1.742, 4.115, -0.960)  0.09
H (1.415, 4.448, -2.661)  0.12
C (-3.244, 2.699, 2.339)  0.00
O (-2.443, 1.723, 1.661)  0.02
C (-1.362, 1.254, 2.248)  -0.55
O (-0.601, 0.527, 1.632)  0.04
O (-1.244, 1.619, 3.489)  0.06
C (-0.236, 1.098, 4.343)  0.01
H (-3.654, 2.243, 3.240)  0.10
H (-4.030, 2.941, 1.630)  0.10
H (-2.742, 3.616, 2.642)  0.11
H (-0.519, 1.117, 5.398)  0.11
H (0.697, 1.643, 4.266)  0.09
H (-0.141, 0.018, 4.235)  0.09
C (2.228, -2.221, 4.444)  -0.03
O (1.821, -1.418, 3.367)  0.05
C (2.099, -1.643, 2.113)  -0.55
O (1.539, -1.075, 1.212)  0.04
O (3.035, -2.565, 1.976)  0.04
C (3.620, -2.843, 0.726)  0.00
H (3.245, -2.051, 4.793)  0.11
H (2.073, -3.296, 4.334)  0.11
H (1.590, -2.028, 5.309)  0.10
H (2.847, -2.970, -0.034)  0.09
H (4.190, -3.755, 0.900)  0.11
H (4.351, -2.104, 0.393)  0.11
C (-0.182, -4.721, 0.279)  0.01
O (0.328, -4.460, -1.040)  0.05
C (0.426, -3.210, -1.380)  -0.58
O (0.204, -2.215, -0.705)  0.03
O (0.784, -3.002, -2.629)  0.00
C (0.959, -4.056, -3.565)  -0.01
H (-1.252, -4.522, 0.340)  0.10
H (0.223, -4.158, 1.120)  0.09
H (-0.033, -5.773, 0.501)  0.11
H (1.715, -3.814, -4.305)  0.11
H (0.004, -4.381, -3.976)  0.11
H (1.379, -4.949, -3.094)  0.10

---

Entry 2:
The following is a DFT calculation (the ωB97M-V functional and the def2-TZVPD basis) of the molecule C3H3FP2.

Properties
E_HOMO (alpha / beta) (eV): -7.93 / -7.80
HOMO-LUMO gap (alpha / beta) (Eh): 0.22859 / 0.21962
Relative energy (zero: lowest compared OMol25 entry of this formula, charge and spin) (kJ/mol): 244.33
Net charge: 0

Each line ends with the Löwdin charge.
CARTESIAN COORDINATES (ANGSTROEM)
C (-0.748, 0.424, -0.609)  -0.48
C (1.739, 0.339, 0.182)  -1.00
C (-1.440, -0.317, 0.245)  -0.31
F (-2.517, -1.075, -0.007)  0.01
P (0.521, 1.497, 0.029)  0.84
P (1.832, -1.296, -0.247)  0.73
H (-0.956, 0.308, -1.738)  0.11
H (2.558, 0.632, 0.813)  -0.04
H (-0.989, -0.512, 1.332)  0.14

---

Entry 3:
The following is a DFT calculation (the ωB97M-V functional and the def2-TZVPD basis) of a cluster of 2 separate species, C7H17O3 in total.

Properties
E_HOMO (alpha / beta) (eV): -9.38 / -9.38
⟨S²⟩: 0.75
HOMO-LUMO gap (alpha / beta) (Eh): 0.38000 / 0.29093
Relative energy (zero: lowest compared OMol25 entry of this formula, charge and spin) (kJ/mol): 13.39
Net charge: 0
2S+1: 2

Each line ends with the Löwdin charge.
CARTESIAN COORDINATES (ANGSTROEM)
C (-3.705, -0.930, -0.253)  -0.21
O (-3.098, -1.288, 0.913)  -0.06
H (-4.798, -1.035, -0.071)  0.11
H (-3.530, 0.131, -0.504)  0.09
H (-3.438, -1.579, -1.105)  0.08
C (-0.344, -1.689, -1.749)  -0.10
H (-1.253, -1.104, -1.950)  0.06
H (0.514, -1.024, -1.916)  0.08
H (-0.297, -2.506, -2.481)  0.07
C (-0.352, -2.232, -0.324)  -0.25
C (-0.431, -1.150, 0.741)  -0.15
H (0.535, -2.860, -0.146)  0.11
H (-1.200, -2.920, -0.180)  0.11
H (-0.515, -1.614, 1.741)  0.13
H (-1.077, -0.311, 0.417)  0.11
O (0.933, -0.431, 0.792)  -0.17
C (1.015, 0.693, 1.614)  -0.25
C (2.045, 1.661, 1.081)  -0.23
O (1.576, 2.227, -0.117)  -0.19
C (2.526, 3.033, -0.765)  -0.12
H (1.297, 0.373, 2.635)  0.13
H (0.048, 1.220, 1.717)  0.13
H (3.002, 1.130, 0.923)  0.13
H (2.218, 2.457, 1.828)  0.13
H (2.066, 3.422, -1.681)  0.09
H (2.838, 3.876, -0.125)  0.09
H (3.423, 2.451, -1.037)  0.09

---

Entry 4:
The following is a DFT calculation (the ωB97M-V functional and the def2-TZVPD basis) of a cluster of 2 separate species, C6H7N3O in total.

Properties
E_HOMO (eV): -8.15
Structure (SMILES): C=Cc1cnc[nH]1.C#[N+][O-]
HOMO-LUMO gap (Eh): 0.32717
Relative energy (zero: lowest compared OMol25 entry of this formula, charge and spin) (kJ/mol): 401.52
Net charge: 0

Each line ends with the Löwdin charge.
CARTESIAN COORDINATES (ANGSTROEM)
C (-1.932, -0.350, -0.573)  -0.08
C (-1.609, -1.756, 1.017)  -0.22
C (-0.804, 0.118, 0.058)  -0.25
C (-0.481, 2.392, -0.790)  0.05
C (-0.081, 1.320, -0.064)  -0.12
C (3.282, -0.646, -0.915)  0.15
N (-2.435, -1.518, 0.019)  0.06
N (3.083, -0.918, 0.182)  -0.25
N (-0.635, -0.869, 1.037)  0.09
O (2.820, -1.294, 1.253)  0.03
H (-2.534, 0.179, -1.230)  0.08
H (-1.714, -2.409, 1.882)  0.13
H (-0.127, 3.369, -0.767)  0.03
H (-1.323, 2.247, -1.395)  0.04
H (0.796, 1.362, 0.455)  0.07
H (3.622, -0.290, -1.875)  0.09
H (0.071, -0.937, 1.707)  0.12

---

Entry 5:
The following is a DFT calculation (the ωB97M-V functional and the def2-TZVPD basis) of a structure of composition CH4NO.

Properties
E_HOMO (alpha / beta) (eV): -19.05 / -19.07
HOMO-LUMO gap (alpha / beta) (Eh): 0.40720 / 0.34020
Relative energy (zero: lowest compared OMol25 entry of this formula, charge and spin) (kJ/mol): 701.32
Net charge: +1

Each line ends with the Löwdin charge.
CARTESIAN COORDINATES (ANGSTROEM)
C (0.467, 0.682, -0.064)  -0.06
N (-0.638, -1.553, -0.143)  0.41
O (-0.752, 0.177, 0.157)  0.05
H (1.067, 0.568, 1.006)  0.25
H (1.199, 0.268, -0.669)  0.10
H (0.285, 1.757, -0.252)  0.15
H (-1.627, -1.900, -0.037)  0.10

---

Entry 6:
The following is a DFT calculation (the ωB97M-V functional and the def2-TZVPD basis) of the molecule C5H3FOS.

Properties
E_HOMO (eV): -9.48
Structure (SMILES): C#CC(=S)[C@@H](F)C=O
HOMO-LUMO gap (Eh): 0.29147
Relative energy (zero: lowest compared OMol25 entry of this formula, charge and spin) (kJ/mol): 228.74
Net charge: 0

Each line ends with the Löwdin charge.
CARTESIAN COORDINATES (ANGSTROEM)
C (-0.753, -0.148, 0.683)  -0.34
C (-1.720, -0.838, -0.295)  -0.21
C (0.668, -0.371, 0.138)  -0.68
C (1.443, 0.754, -0.291)  -0.16
C (2.172, 1.668, -0.581)  0.17
H (-0.875, -0.631, 1.635)  0.15
H (-1.618, -1.947, -0.390)  0.12
H (2.904, 2.445, -0.699)  0.05
O (-2.451, -0.203, -0.993)  0.10
F (-1.094, 1.163, 0.770)  0.04
S (1.324, -1.893, 0.020)  0.77

---

One value per record, in order, for F_max: 0.192 0.063 0.062 0.065 0.092 0.030 hartree/bohr.